Below is a 12-piece molecular cluster, C54H72N12O18 overall at a distorted geometry, with properties calculated with ωB97M-V with the def2-TZVPD basis set.

The molar mass comes out at 1177.24 g/mol. As for the total energy: -4111.76279 a.u. The strongest force on any atom comes out at 4.405 eV/A. As for the gap between HOMO and LUMO: 8.70 eV. Its SMILES is O=[N+]([O-])c1ccccc1.O=[N+]([O-])c1ccccc1.O=[N+]([O-])c1ccccc1.O=[N+]([O-])c1ccccc1.O=[N+]([O-])c1ccccc1.O=[N+]([O-])c1ccccc1.CNC(C)=O.CNC(C)=O.CNC(C)=O.CNC(C)=O.CNC(C)=O.CNC(C)=O. For the energy above the lowest of the compared OMol25 structures with the same formula, charge and spin, the calculation gives 17.48 kcal per mole.

Last columns: bonded neighbours and bond lengths (Å).
Atoms and positions in Å:
1 O 4.44 -29.62 -1.30  N2 1.208
2 N 5.61 -29.38 -1.19  O1 1.208, O3 1.225, C4 1.473
3 O 6.09 -28.70 -0.29  N2 1.225
4 C 6.63 -30.05 -2.02  N2 1.473, C5 1.414, C9 1.386
5 C 6.32 -31.27 -2.67  C4 1.414, C6 1.379, H10 1.073
6 C 7.26 -31.68 -3.59  C5 1.379, C7 1.411, H11 1.067
7 C 8.42 -30.95 -3.91  C6 1.411, C8 1.346, H12 1.062
8 C 8.69 -29.85 -3.19  C7 1.346, C9 1.395, H13 1.056
9 C 7.83 -29.38 -2.20  C4 1.386, C8 1.395, H14 1.070
10 H 5.34 -31.67 -2.49  C5 1.073
11 H 7.06 -32.59 -4.11  C6 1.067
12 H 9.07 -31.30 -4.68  C7 1.062
13 H 9.65 -29.49 -3.44  C8 1.056
14 H 7.97 -28.42 -1.77  C9 1.070
15 O 11.58 -22.87 0.70  N16 1.215
16 N 11.50 -23.94 1.28  O15 1.215, O17 1.242, C18 1.467
17 O 12.32 -24.42 2.08  N16 1.242
18 C 10.25 -24.69 1.09  N16 1.467, C19 1.358, C23 1.381
19 C 10.29 -26.05 1.05  C18 1.358, C20 1.413, H24 1.073
20 C 9.06 -26.70 0.84  C19 1.413, C21 1.396, H25 1.115
21 C 7.91 -25.92 0.69  C20 1.396, C22 1.377, H26 1.092
22 C 7.99 -24.55 0.66  C21 1.377, C23 1.342, H27 1.095
23 C 9.16 -23.90 0.78  C18 1.381, C22 1.342, H28 1.082
24 H 11.22 -26.57 1.20  C19 1.073
25 H 8.97 -27.81 0.80  C20 1.115
26 H 6.90 -26.34 0.60  C21 1.092
27 H 7.03 -24.02 0.55  C22 1.095
28 H 9.25 -22.83 0.73  C23 1.082
29 O 17.63 -21.33 3.90  N30 1.212
30 N 17.01 -22.23 3.38  O29 1.212, O31 1.203, C32 1.486
31 O 16.99 -22.50 2.21  N30 1.203
32 C 16.20 -23.06 4.30  N30 1.486, C33 1.413, C37 1.359
33 C 15.23 -23.94 3.77  C32 1.413, C34 1.390, H38 1.070
34 C 14.71 -24.88 4.66  C33 1.390, C35 1.377, H39 1.096
35 C 15.19 -24.99 5.94  C34 1.377, C36 1.381, H40 1.126
36 C 16.17 -24.16 6.45  C35 1.381, C37 1.399, H41 1.080
37 C 16.64 -23.16 5.58  C32 1.359, C36 1.399, H42 1.053
38 H 14.97 -23.90 2.74  C33 1.070
39 H 14.00 -25.56 4.15  C34 1.096
40 H 14.76 -25.82 6.57  C35 1.126
41 H 16.50 -24.33 7.46  C36 1.080
42 H 17.40 -22.50 5.89  C37 1.053
43 O 16.83 -18.12 0.47  N44 1.224
44 N 16.94 -18.42 1.65  O43 1.224, O45 1.223, C46 1.449
45 O 17.86 -18.20 2.41  N44 1.223
46 C 15.86 -19.29 2.08  N44 1.449, C47 1.412, C51 1.388
47 C 14.98 -19.82 1.11  C46 1.412, C48 1.384, H52 1.069
48 C 14.05 -20.72 1.61  C47 1.384, C49 1.356, H53 1.083
49 C 13.97 -20.96 2.94  C48 1.356, C50 1.399, H54 1.107
50 C 14.78 -20.35 3.91  C49 1.399, C51 1.382, H55 1.082
51 C 15.71 -19.44 3.45  C46 1.388, C50 1.382, H56 1.085
52 H 14.94 -19.62 0.06  C47 1.069
53 H 13.31 -21.22 1.00  C48 1.083
54 H 13.19 -21.69 3.24  C49 1.107
55 H 14.74 -20.49 4.98  C50 1.082
56 H 16.34 -18.96 4.19  C51 1.085
57 O 8.85 -28.86 5.27  N58 1.262
58 N 9.42 -29.29 4.23  O57 1.262, O59 1.216, C60 1.481
59 O 8.90 -29.65 3.20  N58 1.216
60 C 10.88 -29.57 4.31  N58 1.481, C61 1.367, C65 1.387
61 C 11.46 -29.73 5.53  C60 1.367, C62 1.365, H66 1.107
62 C 12.76 -30.14 5.64  C61 1.365, C63 1.391, H67 1.084
63 C 13.44 -30.48 4.48  C62 1.391, C64 1.394, H68 1.098
64 C 12.92 -30.19 3.23  C63 1.394, C65 1.391, H69 1.147
65 C 11.62 -29.69 3.15  C60 1.387, C64 1.391, H70 1.080
66 H 10.95 -29.54 6.50  C61 1.107
67 H 13.24 -30.25 6.61  C62 1.084
68 H 14.50 -30.78 4.44  C63 1.098
69 H 13.45 -30.34 2.22  C64 1.147
70 H 11.11 -29.51 2.21  C65 1.080
71 O 17.16 -28.33 4.15  N72 1.235
72 N 17.39 -27.25 3.59  O71 1.235, O73 1.214, C74 1.470
73 O 18.33 -26.52 3.84  N72 1.214
74 C 16.53 -26.89 2.46  N72 1.470, C75 1.409, C79 1.383
75 C 15.31 -27.59 2.41  C74 1.409, C76 1.392, H80 1.112
76 C 14.38 -27.22 1.44  C75 1.392, C77 1.358, H81 1.070
77 C 14.67 -26.27 0.51  C76 1.358, C78 1.394, H82 1.106
78 C 15.85 -25.54 0.64  C77 1.394, C79 1.406, H83 1.083
79 C 16.83 -25.86 1.59  C74 1.383, C78 1.406, H84 1.075
80 H 15.03 -28.41 3.10  C75 1.112
81 H 13.41 -27.68 1.46  C76 1.070
82 H 13.98 -26.03 -0.32  C77 1.106
83 H 16.07 -24.75 -0.06  C78 1.083
84 H 17.74 -25.32 1.82  C79 1.075
85 C 12.62 -28.82 -2.50  N86 1.503, H90 1.066, H91 1.105, H92 1.049
86 N 11.86 -29.91 -1.79  C85 1.503, C87 1.363, H93 1.033
87 C 11.15 -29.71 -0.64  N86 1.363, C88 1.503, O89 1.207
88 C 10.39 -30.94 -0.23  C87 1.503, H94 1.062, H95 1.095, H96 1.099
89 O 11.11 -28.68 -0.02  C87 1.207
90 H 13.59 -28.70 -2.08  C85 1.066
91 H 12.06 -27.90 -2.26  C85 1.105
92 H 12.53 -29.06 -3.51  C85 1.049
93 H 11.93 -30.87 -2.17  N86 1.033
94 H 9.49 -30.71 0.29  C88 1.062
95 H 11.04 -31.25 0.59  C88 1.095
96 H 10.22 -31.72 -0.99  C88 1.099
97 C 9.41 -26.01 -2.70  N98 1.447, H102 1.077, H103 1.096, H104 1.114
98 N 8.91 -26.25 -4.04  C97 1.447, C99 1.308, H105 1.005
99 C 9.42 -27.16 -4.82  N98 1.308, C100 1.528, O101 1.177
100 C 8.56 -27.43 -6.06  C99 1.528, H106 1.095, H107 1.124, H108 1.105
101 O 10.42 -27.75 -4.62  C99 1.177
102 H 10.35 -26.53 -2.63  C97 1.077
103 H 8.72 -26.41 -1.95  C97 1.096
104 H 9.47 -24.91 -2.49  C97 1.114
105 H 8.01 -25.86 -4.27  N98 1.005
106 H 9.29 -27.88 -6.75  C100 1.095
107 H 8.01 -26.57 -6.53  C100 1.124
108 H 7.86 -28.21 -5.72  C100 1.105
109 C 6.71 -22.85 -2.15  N110 1.434, H114 1.089, H115 1.078, H116 1.098
110 N 7.54 -21.72 -1.85  C109 1.434, C111 1.366, H117 0.998
111 C 8.61 -21.51 -2.68  N110 1.366, C112 1.475, O113 1.268
112 C 9.49 -20.39 -2.29  C111 1.475, H118 1.055, H119 1.079, H120 1.119
113 O 8.73 -22.12 -3.78  C111 1.268
114 H 6.16 -22.59 -3.05  C109 1.089
115 H 6.00 -22.97 -1.34  C109 1.078
116 H 7.32 -23.75 -2.30  C109 1.098
117 H 7.58 -21.31 -0.94  N110 0.998
118 H 10.49 -20.55 -2.58  C112 1.055
119 H 9.32 -20.25 -1.23  C112 1.079
120 H 9.24 -19.40 -2.75  C112 1.119
121 C 11.54 -26.22 5.60  N122 1.477, H126 1.118, H127 1.089, H128 1.107
122 N 10.79 -26.29 6.87  C121 1.477, C123 1.369, H129 1.058
123 C 11.17 -27.03 7.96  N122 1.369, C124 1.537, O125 1.255
124 C 10.06 -26.92 9.02  C123 1.537, H130 1.120, H131 1.080, H132 1.090
125 O 12.18 -27.76 8.04  C123 1.255
126 H 12.21 -27.12 5.59  C121 1.118
127 H 11.99 -25.24 5.52  C121 1.089
128 H 10.83 -26.31 4.75  C121 1.107
129 H 9.89 -25.74 6.92  N122 1.058
130 H 10.37 -26.93 10.10  C124 1.120
131 H 9.52 -27.85 8.92  C124 1.080
132 H 9.42 -26.05 8.95  C124 1.090
133 C 10.00 -20.30 2.37  N134 1.462, H138 1.097, H139 1.074, H140 1.099
134 N 8.63 -20.13 2.85  C133 1.462, C135 1.358, H141 1.022
135 C 7.57 -20.30 2.01  N134 1.358, C136 1.529, O137 1.226
136 C 6.26 -19.82 2.64  C135 1.529, H142 1.116, H143 1.128, H144 1.116
137 O 7.56 -20.64 0.83  C135 1.226
138 H 10.58 -20.99 3.00  C133 1.097
139 H 10.56 -19.39 2.38  C133 1.074
140 H 9.96 -20.89 1.44  C133 1.099
141 H 8.39 -19.74 3.76  N134 1.022
142 H 6.04 -18.76 2.39  C136 1.116
143 H 6.19 -20.05 3.74  C136 1.128
144 H 5.45 -20.41 2.14  C136 1.116
145 C 3.84 -26.19 -1.36  N146 1.461, H150 1.102, H151 1.141, H152 1.103
146 N 3.96 -25.77 -2.76  C145 1.461, C147 1.335, H153 0.996
147 C 5.15 -25.67 -3.35  N146 1.335, C148 1.535, O149 1.216
148 C 5.13 -25.03 -4.74  C147 1.535, H154 1.094, H155 1.071, H156 1.091
149 O 6.20 -26.04 -2.86  C147 1.216
150 H 2.86 -25.84 -0.98  C145 1.102
151 H 4.71 -25.79 -0.74  C145 1.141
152 H 3.94 -27.29 -1.28  C145 1.103
153 H 3.19 -25.36 -3.24  N146 0.996
154 H 5.31 -25.80 -5.49  C148 1.094
155 H 6.00 -24.40 -4.72  C148 1.071
156 H 4.17 -24.54 -4.96  C148 1.091